Entry from the OMol25 dataset: a single C7H15N4P molecule (ωB97M-V/def2-TZVPD).

```
! RIJCOSX wB97M-V def2-TZVPD def2/J DEFGRID3
* xyz 0 1
C -1.4863 -1.2206 -2.4333
N -0.5942 -1.3282 -1.2291
C -1.3932 -1.4024 -0.0023
P 0.7833 0.1617 -0.8253
N 1.5658 -0.5879 0.4081
C 1.4536 -0.5894 1.8468
C 2.6217 -1.4237 -0.0926
N -0.0741 1.4018 0.0989
C -0.3653 2.6009 -0.5756
C -1.2084 3.3180 0.2427
C -1.2165 2.5453 1.4803
N -0.5521 1.4206 1.3663
H -0.9713 -0.8759 -3.3075
H -1.9332 -2.1373 -2.6337
H -2.3165 -0.5386 -2.3228
H -2.2460 -0.7335 -0.0141
H -1.6084 -2.5386 0.2655
H -0.7475 -1.0619 0.8780
H 1.6793 -1.5637 2.3185
H 2.3638 -0.0357 2.2651
H 0.5956 -0.2017 2.2216
H 2.8251 -1.1913 -1.2789
H 3.6376 -1.1950 0.2660
H 2.4617 -2.5116 0.0585
H -0.1794 2.5876 -1.5849
H -1.3547 4.4366 0.1701
H -1.7405 2.6645 2.4136
*
```

Calculated values
HOMO level   -0.2942 hartree
LUMO level   0.95 eV
ΔE to the lowest compared entry with this formula, charge and spin   172.94 kJ/mol

Entry from the OMol25 dataset: 2 unconnected molecules or ions with the total composition C5H14 (ωB97M-V/def2-TZVPD).

```
! RIJCOSX wB97M-V def2-TZVPD def2/J DEFGRID3
* xyz 0 1
C -0.5534 -1.6349 0.0167
C -1.5794 -0.4720 0.1001
C -2.9105 -0.8997 0.6809
H -0.3075 -1.9068 -1.0319
H 0.3830 -1.4809 0.5776
H -1.0909 -2.4937 0.4932
H -1.2056 0.2113 0.8548
H -1.6035 -0.0216 -0.8954
H -3.1850 -1.9478 0.3199
H -2.7395 -1.1218 1.7442
H -3.7085 -0.1830 0.5671
C 2.7651 1.0009 -0.8787
C 2.0883 2.0039 0.0305
H 2.1641 0.4417 -1.6422
H 3.7080 1.4233 -1.2356
H 3.1962 0.2140 -0.2796
H 1.2380 2.4795 -0.5227
H 2.7519 2.7393 0.5058
H 1.4212 1.4431 0.8022
*
```

Calculated values
HOMO level   -0.4074 hartree
LUMO level   1.13 eV
ΔE to the lowest compared entry with this formula, charge and spin   84.53 kJ/mol

Entry from the OMol25 dataset: a single C26H26ClFN4O4S molecule (ωB97M-V/def2-TZVPD).

```
! RIJCOSX wB97M-V def2-TZVPD def2/J DEFGRID3
* xyz 0 1
C -2.9528 -1.9313 -1.9344
N -3.5795 -2.0135 -0.6364
C -4.8513 -1.3405 -0.5135
C -4.7458 0.1848 -0.6330
O -5.6048 0.8236 -1.1978
N -3.6328 0.6959 -0.0496
C -3.2193 2.0289 0.0165
C -4.0500 3.0871 -0.3426
C -3.6059 4.3933 -0.2501
C -2.3292 4.6673 0.2065
C -1.4900 3.6262 0.5647
C -1.9254 2.3170 0.4675
Cl -0.8107 1.0304 0.9038
C -3.1390 -2.7721 0.3978
O -3.8240 -3.0017 1.3780
C -1.7120 -3.2177 0.3550
C -1.3428 -4.4954 0.7614
C -0.0044 -4.8257 0.9009
C 0.9805 -3.8720 0.6871
C 0.6064 -2.6018 0.2952
S 1.7652 -1.2416 0.1442
O 1.3216 -0.4336 -0.9559
O 1.8761 -0.6427 1.4406
N 3.1946 -2.0456 -0.2225
C 3.5051 -2.0447 -1.6349
C 3.9871 -0.6457 -2.0941
N 4.4941 0.1108 -0.9665
C 3.7945 1.2079 -0.4750
C 3.1471 2.0764 -1.3617
C 2.4808 3.1975 -0.9122
C 2.4802 3.4815 0.4394
F 1.8336 4.5886 0.8876
C 3.1342 2.6674 1.3408
C 3.7863 1.5392 0.8831
C 5.2596 -0.7329 -0.0802
C 4.3448 -1.7641 0.6148
C -0.7199 -2.2742 0.1127
H -2.5497 -0.9324 -2.1191
H -2.1499 -2.6596 -2.0171
H -3.7001 -2.1436 -2.7031
H -5.5557 -1.6835 -1.2786
H -5.2611 -1.5882 0.4716
H -2.9849 0.0534 0.3925
H -5.0435 2.8705 -0.6976
H -4.2665 5.1981 -0.5338
H -1.9783 5.6844 0.2849
H -0.4940 3.8312 0.9198
H -2.1133 -5.2199 0.9772
H 0.2723 -5.8236 1.2055
H 2.0252 -4.0999 0.8266
H 2.5975 -2.3265 -2.1684
H 4.2686 -2.8089 -1.8064
H 4.7810 -0.7530 -2.8449
H 3.1451 -0.1177 -2.5335
H 3.1642 1.8843 -2.4223
H 1.9702 3.8523 -1.6008
H 3.1202 2.9057 2.3927
H 4.2670 0.9114 1.6137
H 5.9988 -1.2529 -0.6998
H 5.7997 -0.1268 0.6461
H 3.9492 -1.3828 1.5560
H 4.8818 -2.7005 0.8045
H -0.9562 -1.2693 -0.1950
*
```

Calculated values
HOMO level   -0.2820 hartree
LUMO level   0.37 eV
ΔE to the lowest compared entry with this formula, charge and spin   58.09 kJ/mol

Question: The lowest HOMO level belongs to which entry?
Answer: C5H14

Question: Which value of HOMO level does entry 3 give?
Answer: -0.2820 hartree

What did the third record say?
Entry from the OMol25 dataset: a single C26H26ClFN4O4S molecule (ωB97M-V/def2-TZVPD).

```
! RIJCOSX wB97M-V def2-TZVPD def2/J DEFGRID3
* xyz 0 1
C -2.9528 -1.9313 -1.9344
N -3.5795 -2.0135 -0.6364
C -4.8513 -1.3405 -0.5135
C -4.7458 0.1848 -0.6330
O -5.6048 0.8236 -1.1978
N -3.6328 0.6959 -0.0496
C -3.2193 2.0289 0.0165
C -4.0500 3.0871 -0.3426
C -3.6059 4.3933 -0.2501
C -2.3292 4.6673 0.2065
C -1.4900 3.6262 0.5647
C -1.9254 2.3170 0.4675
Cl -0.8107 1.0304 0.9038
C -3.1390 -2.7721 0.3978
O -3.8240 -3.0017 1.3780
C -1.7120 -3.2177 0.3550
C -1.3428 -4.4954 0.7614
C -0.0044 -4.8257 0.9009
C 0.9805 -3.8720 0.6871
C 0.6064 -2.6018 0.2952
S 1.7652 -1.2416 0.1442
O 1.3216 -0.4336 -0.9559
O 1.8761 -0.6427 1.4406
N 3.1946 -2.0456 -0.2225
C 3.5051 -2.0447 -1.6349
C 3.9871 -0.6457 -2.0941
N 4.4941 0.1108 -0.9665
C 3.7945 1.2079 -0.4750
C 3.1471 2.0764 -1.3617
C 2.4808 3.1975 -0.9122
C 2.4802 3.4815 0.4394
F 1.8336 4.5886 0.8876
C 3.1342 2.6674 1.3408
C 3.7863 1.5392 0.8831
C 5.2596 -0.7329 -0.0802
C 4.3448 -1.7641 0.6148
C -0.7199 -2.2742 0.1127
H -2.5497 -0.9324 -2.1191
H -2.1499 -2.6596 -2.0171
H -3.7001 -2.1436 -2.7031
H -5.5557 -1.6835 -1.2786
H -5.2611 -1.5882 0.4716
H -2.9849 0.0534 0.3925
H -5.0435 2.8705 -0.6976
H -4.2665 5.1981 -0.5338
H -1.9783 5.6844 0.2849
H -0.4940 3.8312 0.9198
H -2.1133 -5.2199 0.9772
H 0.2723 -5.8236 1.2055
H 2.0252 -4.0999 0.8266
H 2.5975 -2.3265 -2.1684
H 4.2686 -2.8089 -1.8064
H 4.7810 -0.7530 -2.8449
H 3.1451 -0.1177 -2.5335
H 3.1642 1.8843 -2.4223
H 1.9702 3.8523 -1.6008
H 3.1202 2.9057 2.3927
H 4.2670 0.9114 1.6137
H 5.9988 -1.2529 -0.6998
H 5.7997 -0.1268 0.6461
H 3.9492 -1.3828 1.5560
H 4.8818 -2.7005 0.8045
H -0.9562 -1.2693 -0.1950
*
```

Calculated values
HOMO level   -0.2820 hartree
LUMO level   0.37 eV
ΔE to the lowest compared entry with this formula, charge and spin   58.09 kJ/mol